1.
Formula: C28H35N5P2Sr
Source: OMol25
Level of theory: ωB97M-V/def2-TZVPD

Computed properties:
Molar mass ... 591.19 g mol⁻¹
DFT total energy ... -56460.7064 eV
Strongest force on any atom ... 2.49 eV/A
E_LUMO (alpha / beta) ... -1.05 / -1.05 eV
Highest occupied orbital energy (alpha / beta) ... -5.476 / -5.477 eV
Frontier orbital gap (alpha / beta) ... 0.163 / 0.163 Eh
Relative energy (zero: lowest compared OMol25 entry of this formula, charge and spin) ... 0.000 eV

Each line ends with the Löwdin charge.
Atoms and positions in Å:
1 Sr -0.0526 1.3119 2.4955  1.335
2 C -3.6544 -3.6202 -0.0399  -0.112
3 C -2.4807 -3.6745 -0.6629  -0.136
4 C -2.2494 -3.4789 -2.1337  -0.186
5 C -3.1836 -2.4696 -2.8228  -0.197
6 C -3.3456 -1.1611 -2.0644  -0.104
7 C -4.2989 -0.9157 -1.1533  -0.111
8 C -5.3966 -1.8836 -0.7660  -0.193
9 C -5.0022 -3.3662 -0.6945  -0.200
10 C 2.0346 3.4948 2.2787  -0.378
11 H -3.7462 -3.8840 1.0312  0.107
12 H -1.6131 -4.0884 -0.1326  0.098
13 H -2.3289 -4.4409 -2.6647  0.121
14 H -1.2111 -3.1545 -2.2734  0.102
15 H -2.7284 -2.2304 -3.7975  0.111
16 H -4.1516 -2.9399 -3.0459  0.098
17 H -2.6666 -0.3658 -2.4065  0.098
18 H -4.4358 0.0982 -0.7683  0.096
19 H -6.2491 -1.8013 -1.4578  0.118
20 H -5.7841 -1.5801 0.2147  0.105
21 H -5.7623 -3.8716 -0.0750  0.110
22 H -5.0606 -3.8376 -1.6872  0.100
23 H 2.0458 3.4488 3.3808  -0.072
24 H 1.7905 4.5306 1.9827  -0.068
25 H 3.0542 3.1848 1.9776  -0.045
26 P 1.2528 2.4127 0.0065  0.922
27 P 2.4133 -0.3093 1.0795  0.982
28 N -0.3828 3.1459 0.0983  -0.259
29 N 1.9715 3.3411 -1.2613  -0.239
30 N 1.1122 -1.3535 1.8123  -0.227
31 N 3.6026 -1.5545 1.0643  -0.266
32 C 0.7751 0.8662 -0.9033  -0.413
33 C 1.8005 -0.2784 -0.6633  -0.384
34 C -1.0092 3.7174 1.2382  -0.243
35 C -2.2980 4.0649 0.8623  -0.088
36 C -2.4230 3.7961 -0.5247  -0.094
37 C -1.2567 3.2405 -0.9802  -0.122
38 C 2.3215 4.6942 -1.0828  -0.109
39 C 2.9107 5.1375 -2.2602  -0.082
40 C 2.9612 4.0231 -3.1745  -0.086
41 C 2.4084 2.9319 -2.5283  -0.136
42 C 0.6767 -1.1642 3.1528  -0.295
43 C -0.6128 -1.6585 3.2623  -0.128
44 C -0.9091 -2.2857 2.0273  -0.089
45 C 0.1541 -2.1381 1.1847  -0.145
46 C 3.4453 -2.9216 0.8116  -0.137
47 C 4.6517 -3.5480 1.0273  -0.094
48 C 5.6098 -2.5401 1.3849  -0.095
49 C 4.9567 -1.3225 1.3956  -0.117
50 H 0.7088 1.1115 -1.9761  0.052
51 H -0.2532 0.5565 -0.6202  0.076
52 H 1.3773 -1.2471 -0.9499  0.053
53 H 2.6851 -0.1806 -1.3181  0.091
54 H -0.4230 3.9378 2.1335  0.062
55 H -3.0452 4.5049 1.5005  0.097
56 H -3.2705 4.0413 -1.1370  0.095
57 H -0.9558 2.9110 -1.9600  0.114
58 H 2.1058 5.1735 -0.1360  0.096
59 H 3.2450 6.1346 -2.4506  0.085
60 H 3.3311 4.0371 -4.1765  0.085
61 H 2.2755 1.9122 -2.8513  0.088
62 H 1.3547 -0.7450 3.8835  0.069
63 H -1.2264 -1.6164 4.1544  0.105
64 H -1.8268 -2.8196 1.8023  0.076
65 H 0.3604 -2.5709 0.2071  0.102
66 H 2.4733 -3.3019 0.5414  0.086
67 H 4.8537 -4.6024 0.9447  0.088
68 H 6.6582 -2.6825 1.5979  0.091
69 H 5.2836 -0.3031 1.6220  0.108
70 N 3.7465 1.1532 4.1139  -0.077
71 C 2.8860 0.9937 3.3305  -0.495

2.
Formula: C28H35NO3Si
Source: OMol25
Level of theory: ωB97M-V/def2-TZVPD

Computed properties:
Molar mass ... 461.68 g mol⁻¹
DFT total energy ... -45111.3804 eV
Strongest force on any atom ... 0.78 eV/A
SMILES ... CCCO[SiH2]CON=O.c1ccccc1.c1ccccc1.c1ccccc1.c1ccccc1
E_LUMO ... 0.11 eV
Highest occupied orbital energy ... -9.227 eV
Frontier orbital gap ... 0.343 Eh

Each line ends with the Löwdin charge.
Atoms and positions in Å:
1 C 2.2051 0.1384 -2.4633  -0.095
2 C 0.9271 0.9448 -2.1649  -0.256
3 C 0.1337 1.1494 -3.4454  -0.262
4 O -0.7948 2.2421 -3.4278  -0.294
5 Si -1.7853 2.4312 -2.1276  0.627
6 C -2.8308 0.8993 -1.7084  -0.277
7 O -2.5742 -0.1896 -2.6147  -0.181
8 N -3.6133 -1.1312 -2.5495  -0.047
9 O -3.5815 -1.8602 -3.4589  0.067
10 H 1.9534 -0.9236 -2.5098  0.072
11 H 2.9327 0.2443 -1.6640  0.072
12 H 2.6288 0.3924 -3.4325  0.070
13 H 1.2224 1.9003 -1.7339  0.105
14 H 0.3668 0.3542 -1.4365  0.093
15 H 0.8367 1.3622 -4.2512  0.118
16 H -0.3744 0.2247 -3.7208  0.114
17 H -2.7087 3.5330 -2.4500  -0.014
18 H -0.9784 2.7689 -0.9418  -0.019
19 H -3.8943 1.1392 -1.7197  0.075
20 H -2.6003 0.5705 -0.6899  0.061
21 C -0.7204 -0.1526 1.9758  -0.102
22 C -0.0065 -0.8280 2.9539  -0.096
23 C 0.9669 -0.1651 3.6869  -0.089
24 C 1.2212 1.1793 3.4457  -0.090
25 C 0.5084 1.8560 2.4649  -0.089
26 C -0.4593 1.1868 1.7281  -0.102
27 H -1.4763 -0.6760 1.4023  0.097
28 H -0.2077 -1.8753 3.1418  0.098
29 H 1.5279 -0.6997 4.4431  0.088
30 H 1.9786 1.6981 4.0191  0.101
31 H 0.7088 2.9023 2.2727  0.102
32 H -1.0140 1.7055 0.9582  0.056
33 C 1.1460 -2.2498 6.9297  -0.111
34 C 0.7743 -3.5611 6.6674  -0.096
35 C 1.6603 -4.5977 6.9254  -0.097
36 C 2.9153 -4.3232 7.4509  -0.097
37 C 3.2861 -3.0121 7.7146  -0.097
38 C 2.4026 -1.9747 7.4510  -0.099
39 H 0.4553 -1.4413 6.7259  0.099
40 H -0.2062 -3.7749 6.2616  0.101
41 H 1.3725 -5.6201 6.7173  0.100
42 H 3.6048 -5.1320 7.6553  0.100
43 H 4.2643 -2.7987 8.1254  0.100
44 H 2.6931 -0.9515 7.6523  0.101
45 C -0.1878 6.2193 -5.3749  -0.094
46 C -0.3936 7.1849 -6.3506  -0.101
47 C -1.4179 7.0303 -7.2742  -0.102
48 C -2.2393 5.9130 -7.2180  -0.099
49 C -2.0340 4.9492 -6.2407  -0.091
50 C -1.0066 5.0995 -5.3196  -0.089
51 H 0.6128 6.3392 -4.6560  0.099
52 H 0.2444 8.0584 -6.3917  0.098
53 H -1.5760 7.7807 -8.0381  0.098
54 H -3.0398 5.7937 -7.9368  0.099
55 H -2.6744 4.0774 -6.1962  0.101
56 H -0.8444 4.3435 -4.5630  0.072
57 C -0.9976 -5.3009 -0.2973  -0.094
58 C -0.2814 -5.9830 0.6762  -0.097
59 C 0.6926 -5.3230 1.4133  -0.095
60 C 0.9461 -3.9785 1.1809  -0.101
61 C 0.2278 -3.2964 0.2087  -0.102
62 C -0.7418 -3.9570 -0.5325  -0.091
63 H -1.7553 -5.8163 -0.8732  0.101
64 H -0.4821 -7.0304 0.8606  0.100
65 H 1.2543 -5.8565 2.1693  0.100
66 H 1.7024 -3.4610 1.7577  0.101
67 H 0.4241 -2.2461 0.0309  0.089
68 H -1.2990 -3.4247 -1.2933  0.094

3.
Formula: C28H36BN8O7ReS3
Source: OMol25
Level of theory: ωB97M-V/def2-TZVPD

Computed properties:
Molar mass ... 889.87 g mol⁻¹
<S²> ... 3.7733
DFT total energy ... -91178.2316 eV
Strongest force on any atom ... 3.25 eV/A
Net charge ... +1
E_LUMO (alpha / beta) ... -3.88 / -4.01 eV
Highest occupied orbital energy (alpha / beta) ... -10.921 / -11.633 eV
Frontier orbital gap (alpha / beta) ... 0.259 / 0.280 Eh
Relative energy (zero: lowest compared OMol25 entry of this formula, charge and spin) ... 1.505 eV
Spin multiplicity ... 4

Each line ends with the Löwdin charge.
Atoms and positions in Å:
1 Re 10.6087 11.7337 10.4724  0.984
2 C 7.8165 14.3643 15.5762  -0.029
3 C 8.6501 14.0536 14.2970  -0.501
4 C 7.7756 14.1713 13.0632  -0.037
5 C 9.7397 15.1898 14.1648  -0.050
6 N 9.2620 12.7192 14.3372  0.020
7 C 8.8315 11.6791 15.1362  -0.026
8 C 9.7727 10.6914 15.1539  0.001
9 N 10.7626 11.0592 14.2114  0.029
10 B 11.7518 10.0658 13.7501  -0.575
11 N 13.0771 10.7374 13.1567  0.024
12 C 14.1082 11.0792 14.0208  -0.025
13 C 15.1467 11.5404 13.2619  -0.011
14 N 14.7578 11.5226 11.9377  0.022
15 C 13.4890 10.9966 11.8653  -0.629
16 S 12.6661 10.6998 10.3865  0.718
17 C 15.6434 11.9486 10.7616  -0.515
18 C 17.0608 12.2994 11.2339  -0.045
19 C 15.0757 13.1774 10.0937  -0.040
20 C 15.7679 10.8175 9.7022  -0.044
21 N 11.1835 8.9163 12.8159  0.041
22 C 11.7192 7.6795 12.8306  -0.034
23 C 11.2132 6.9589 11.8362  -0.025
24 N 10.2887 7.7216 11.1900  0.035
25 C 10.3032 8.9924 11.7955  -0.511
26 S 9.1551 10.3616 11.5646  0.765
27 C 9.6151 7.1319 9.9714  -0.517
28 C 10.5530 7.4477 8.8085  -0.004
29 C 8.2461 7.7257 9.7646  -0.052
30 C 9.4184 5.5943 10.1652  -0.018
31 C 10.4218 12.2945 13.7126  -0.563
32 S 11.3095 13.0635 12.4042  0.696
33 H 7.7878 15.4533 15.7100  0.088
34 H 8.4227 14.0052 16.4293  0.093
35 H 6.7563 14.0001 15.5950  0.106
36 H 7.2322 15.0903 13.0542  0.091
37 H 7.1054 13.3701 12.9499  0.078
38 H 8.4272 14.1718 12.1358  0.078
39 H 9.2389 16.1420 14.1992  0.086
40 H 10.1069 15.1838 13.1974  -0.005
41 H 10.5732 15.3009 14.8753  0.105
42 H 7.9546 11.7400 15.7436  0.127
43 H 9.7183 9.7146 15.6482  0.143
44 H 12.2104 9.5151 14.7097  0.127
45 H 14.1131 10.9572 15.1112  0.141
46 H 16.1706 11.7659 13.4430  0.113
47 H 17.1274 13.0242 11.9688  0.054
48 H 17.5341 12.7351 10.2823  0.129
49 H 17.6262 11.3969 11.5531  0.110
50 H 15.2280 14.0463 10.7113  0.096
51 H 14.0568 13.1017 9.7840  0.053
52 H 15.5974 13.3889 9.1936  0.088
53 H 15.8943 9.8510 10.1600  0.087
54 H 16.7033 11.0793 9.2465  0.078
55 H 14.9062 10.7839 9.0242  0.052
56 H 12.3906 7.5294 13.6270  0.124
57 H 11.3276 5.9356 11.5208  0.124
58 H 10.7619 8.4827 8.6041  0.054
59 H 10.0378 7.1218 7.9078  0.100
60 H 11.5190 6.8899 9.0720  0.121
61 H 8.1430 8.7697 9.4708  0.054
62 H 7.6908 7.5875 10.7385  0.116
63 H 7.7702 7.2161 8.9736  0.081
64 H 10.3025 5.0000 10.3143  0.070
65 H 8.9303 5.1546 9.2867  0.108
66 H 8.7737 5.4739 10.9930  0.081
67 O 9.5326 10.1865 6.7669  0.110
68 C 9.4258 10.9114 7.7425  -0.479
69 O 10.4219 11.0568 8.6564  -0.309
70 C 8.1497 11.6704 8.0734  -0.041
71 C 7.1237 11.6394 7.1059  0.072
72 C 6.0295 12.4736 7.1663  -0.061
73 C 6.0018 13.5225 8.1131  0.096
74 C 6.9974 13.5281 9.0389  -0.077
75 C 8.1222 12.6990 9.0301  -0.212
76 O 9.0441 12.8203 10.0300  -0.329
77 N 6.9806 14.7046 9.9235  -0.340
78 O 7.9706 15.4461 9.8244  0.096
79 O 6.0014 14.8932 10.5992  0.111
80 N 4.7679 12.2376 6.2952  -0.358
81 O 3.9574 13.1086 6.3617  0.099
82 O 4.6201 11.1808 5.7425  0.105
83 H 7.1810 10.8951 6.3232  0.137
84 H 5.1663 14.2039 8.2219  0.145